50
Properties=species:S:1:pos:R:3 method="wB97M-V/def2-TZVPD" total_energy_ha=-834.36544 lumo_energy_ev=2.4 charge=-1 max_force_ev_per_a=0.1
C -6.66312 -1.97260 2.84104
C -5.16436 -2.26951 2.87720
C -4.55907 -2.35537 1.47545
C -3.09147 -2.81496 1.39950
C -2.22119 -2.52435 2.62484
C -0.73259 -2.68330 2.31337
C -0.14042 -1.51214 1.51112
C 1.18477 -0.99458 2.06847
C 1.69892 0.26223 1.35361
C 2.68021 -0.02644 0.21795
C 3.28164 1.24281 -0.40796
C 3.21612 1.26395 -1.93207
C 3.73805 2.55608 -2.54862
C 3.75528 2.53363 -4.08483
C 2.45864 3.07772 -4.70092
Al 2.11864 5.05921 -4.42545
H -7.15225 -2.50200 2.01986
H -6.85962 -0.90762 2.70039
H -7.16353 -2.27271 3.76338
H -4.98253 -3.20556 3.41410
H -4.65510 -1.49003 3.44899
H -4.66639 -1.38204 0.98617
H -5.17510 -3.04717 0.89254
H -2.61313 -2.34123 0.53716
H -3.05532 -3.89059 1.19844
H -2.40919 -1.50275 2.97305
H -2.50198 -3.17923 3.45468
H -0.59561 -3.61857 1.75898
H -0.17176 -2.81047 3.24435
H 0.00908 -1.79873 0.46569
H -0.85586 -0.68254 1.48798
H 1.93901 -1.78621 1.97901
H 1.07486 -0.81328 3.14287
H 0.84517 0.80819 0.93690
H 2.16819 0.94517 2.06834
H 2.16360 -0.59209 -0.56601
H 3.46888 -0.68659 0.59436
H 2.76389 2.12702 -0.01977
H 4.32587 1.35098 -0.09607
H 3.77417 0.40508 -2.32774
H 2.17445 1.11030 -2.24023
H 4.73483 2.77419 -2.14415
H 3.09686 3.38149 -2.22156
H 3.94945 1.49690 -4.40555
H 4.60699 3.11932 -4.44594
H 2.47211 2.89404 -5.78475
H 1.60709 2.49376 -4.31830
H 1.66466 5.35813 -2.87443
H 0.93593 5.54693 -5.45490
H 3.52225 5.85549 -4.75056